Formula: C66H198N33O11P11
Source: the OMol25 dataset
Level of theory: ωB97M-V/def2-TZVPD

The relative energy (zero: lowest compared OMol25 entry of this formula, charge and spin) comes out at 5.457 eV. The LUMO energy comes out at -0.1 eV. As for the spin multiplicity: 1. The electronic energy is -245534.577 eV. For the gap between HOMO and LUMO, the calculation gives 8.31 eV. Its largest force on an atom is 0.10135 hartree/bohr. The SMILES is CN(C)P(=O)(N(C)C)N(C)C.CN(C)P(=O)(N(C)C)N(C)C.CN(C)P(=O)(N(C)C)N(C)C.CN(C)P(=O)(N(C)C)N(C)C.CN(C)P(=O)(N(C)C)N(C)C.CN(C)P(=O)(N(C)C)N(C)C.CN(C)P(=O)(N(C)C)N(C)C.CN(C)P(=O)(N(C)C)N(C)C.CN(C)P(=O)(N(C)C)N(C)C.CN(C)P(=O)(N(C)C)N(C)C.CN(C)P(=O)(N(C)C)N(C)C.

CARTESIAN COORDINATES (ANGSTROEM)
O -3.1592 4.9085 -0.5957
P -3.2344 5.9127 -1.6992
N -2.1050 5.6213 -3.0287
C -1.4910 6.6550 -3.8408
C -1.9596 4.2150 -3.5581
N -2.9266 7.5443 -1.2719
C -1.5622 7.9531 -0.9613
C -3.8841 8.2338 -0.4919
N -4.6746 5.8582 -2.5704
C -5.0096 6.7649 -3.6618
C -5.7633 4.9343 -2.2496
H -2.0702 7.5628 -3.6721
H -1.4112 6.3927 -4.8957
H -0.5007 6.9215 -3.4717
H -2.6203 3.5158 -3.0457
H -0.9396 3.8677 -3.3936
H -2.3286 4.2335 -4.5836
H -1.2099 8.5717 -1.7866
H -1.4729 8.5581 -0.0591
H -0.8456 7.1318 -0.9488
H -4.8198 8.4519 -1.0068
H -4.0907 7.6042 0.3736
H -3.5967 9.2237 -0.1374
H -5.0414 7.7795 -3.2649
H -4.1784 6.8304 -4.3639
H -5.8961 6.5924 -4.2721
H -5.6224 4.5759 -1.2299
H -5.7204 4.0642 -2.9048
H -6.6948 5.4780 -2.4066
O -1.5403 2.1736 7.8729
P -0.4376 2.9742 7.2974
N 1.0603 2.8841 8.1761
C 1.0808 3.6324 9.4291
C 1.8230 1.5909 8.2082
N -0.7825 4.6299 7.1199
C -2.0629 4.8960 6.5942
C 0.1950 5.7457 6.9029
N -0.0157 2.4772 5.6927
C -0.3992 1.1843 5.0697
C 1.1160 3.0689 5.0442
H 0.7468 4.6593 9.2811
H 2.1010 3.7816 9.7825
H 0.4391 3.2178 10.2066
H 1.4875 1.0294 9.0801
H 2.9027 1.7405 8.2117
H 1.6196 1.0098 7.3088
H -2.3162 4.0779 5.9199
H -2.7708 5.0567 7.4072
H -2.0511 5.8662 6.0975
H 1.2155 5.4303 7.1206
H 0.2750 5.9638 5.8380
H -0.1108 6.6100 7.4924
H -0.0279 0.3053 5.5964
H -1.4803 1.0508 5.0319
H -0.0674 1.0410 4.0413
H 1.3838 4.1203 5.1489
H 0.9177 2.9936 3.9751
H 2.0645 2.5569 5.2059
O 4.2336 -7.3265 -1.4902
P 3.1768 -6.4041 -1.1668
N 3.5434 -5.7043 0.3979
C 3.5783 -6.6299 1.5088
C 4.5968 -4.6616 0.4969
N 1.6281 -7.0326 -0.9806
C 1.2255 -8.1183 -1.8510
C 0.5341 -6.1369 -0.5361
N 3.0936 -5.1580 -2.3927
C 4.0290 -5.1916 -3.5438
C 2.3702 -3.8691 -2.1396
H 2.9353 -7.4624 1.2231
H 3.2015 -6.1188 2.3947
H 4.5860 -6.9692 1.7488
H 4.5525 -4.1740 1.4708
H 4.3143 -3.9080 -0.2381
H 5.6141 -5.0037 0.3068
H 2.1206 -8.7342 -1.9386
H 0.3662 -8.7101 -1.5355
H 1.0376 -7.7321 -2.8528
H -0.3210 -6.7372 -0.2252
H 0.9829 -5.6429 0.3256
H 0.2854 -5.3797 -1.2795
H 3.6377 -4.7485 -4.4596
H 4.9318 -4.6695 -3.2267
H 4.2795 -6.1994 -3.8750
H 3.0372 -3.0071 -2.1551
H 1.7993 -3.7454 -1.2194
H 1.5718 -3.6926 -2.8604
O -7.5933 0.2452 -3.6777
P -6.4331 -0.0545 -2.8216
N -4.9188 0.1884 -3.6100
C -4.8105 1.4675 -4.3345
C -4.4510 -0.9365 -4.4218
N -6.4115 -1.5733 -2.0516
C -5.3026 -1.9802 -1.1684
C -7.6883 -2.3726 -1.8884
N -6.4544 1.1000 -1.5645
C -5.3917 1.3003 -0.6465
C -7.6517 1.9165 -1.3812
H -3.8178 1.5154 -4.7821
H -4.9823 2.2623 -3.6087
H -5.6005 1.4540 -5.0853
H -5.1879 -1.2720 -5.1515
H -4.4427 -1.8350 -3.8048
H -3.4820 -0.7096 -4.8663
H -5.5485 -1.5186 -0.2120
H -5.3402 -3.0234 -0.8545
H -4.3015 -1.6872 -1.4847
H -8.2132 -2.2774 -0.9379
H -8.3811 -2.1574 -2.7019
H -7.3359 -3.3918 -2.0467
H -5.6245 1.0928 0.3979
H -4.5866 0.5987 -0.8645
H -5.0055 2.3162 -0.5633
H -7.5895 2.5484 -0.4952
H -8.5378 1.2817 -1.3744
H -7.7922 2.5475 -2.2588
O 1.7857 -5.1771 8.0522
P 0.8223 -4.8407 6.9840
N 0.0941 -3.2645 7.1806
C 0.2566 -2.4040 8.3487
C -0.8001 -2.7405 6.1670
N -0.5058 -5.9082 6.8092
C -1.8558 -5.5988 7.2721
C -0.2359 -7.3673 6.6046
N 1.5674 -4.9095 5.4359
C 0.8077 -5.0507 4.1517
C 2.8194 -4.1759 5.3265
H 0.8252 -2.9051 9.1321
H -0.7042 -2.1723 8.8084
H 0.7347 -1.4517 8.1189
H -1.6513 -2.2329 6.6207
H -1.2091 -3.5456 5.5566
H -0.2918 -2.0055 5.5430
H -2.1242 -6.3264 8.0380
H -1.9718 -4.5979 7.6878
H -2.5607 -5.8364 6.4754
H 0.7961 -7.6202 6.8477
H -0.8131 -8.1095 7.1559
H -0.4902 -7.6049 5.5717
H 1.4917 -5.0015 3.3045
H 0.0615 -5.8433 4.0974
H 0.1665 -4.1859 3.9812
H 2.5914 -3.1725 4.9671
H 3.4436 -4.7501 4.6418
H 3.2696 -4.1987 6.3189
O 1.4018 8.0292 1.0111
P 1.7961 6.6024 0.6764
N 3.4195 6.1463 1.1840
C 4.2726 5.1565 0.5607
C 3.8836 6.4847 2.5083
N 1.8902 6.2946 -1.0065
C 1.2400 5.0649 -1.6330
C 2.4766 7.2271 -1.9558
N 0.7241 5.3977 1.3214
C -0.7032 5.7084 1.6825
C 1.2941 4.0162 1.4406
H 4.1092 5.2281 -0.5146
H 4.1423 4.1277 0.8964
H 5.3207 5.3818 0.7580
H 3.8076 5.5967 3.1357
H 3.2598 7.2933 2.8894
H 4.9198 6.8220 2.5334
H 0.3106 4.8657 -1.0995
H 0.9981 5.2730 -2.6753
H 1.9008 4.2003 -1.5695
H 2.0459 7.1342 -2.9528
H 2.2739 8.2218 -1.5588
H 3.5615 7.1797 -2.0491
H -1.2925 4.8966 1.2561
H -0.7711 5.7069 2.7704
H -1.0270 6.6840 1.3198
H 0.4439 3.3748 1.6728
H 2.1126 3.9686 2.1589
H 1.7099 3.6398 0.5059
O 5.7039 0.5652 6.5618
P 5.4051 1.2744 5.3158
N 5.0612 2.9911 5.6921
C 5.4269 3.5686 7.0139
C 4.7308 3.9442 4.6305
N 3.9801 0.7615 4.4612
C 3.8655 1.1480 3.0144
C 3.3584 -0.5383 4.9663
N 6.7678 1.2999 4.2581
C 7.7636 2.3744 4.3610
C 7.2288 0.0804 3.5496
H 5.7610 2.7559 7.6589
H 4.6183 4.2024 7.3781
H 6.2998 4.1991 6.8449
H 5.2403 4.9021 4.7354
H 3.6496 4.0012 4.7564
H 5.0111 3.5323 3.6611
H 4.6865 0.7841 2.3965
H 2.9605 0.6793 2.6279
H 3.8231 2.2094 2.7700
H 2.3022 -0.6644 4.7284
H 3.8845 -1.3754 4.5075
H 3.3756 -0.5455 6.0562
H 7.3312 3.3393 4.0964
H 8.2116 2.3774 5.3546
H 8.5962 2.1916 3.6816
H 8.0080 -0.4156 4.1283
H 7.6955 0.3891 2.6141
H 6.3071 -0.4486 3.3074
O 1.4984 1.2816 0.0209
P 0.4537 0.2961 -0.1582
N 0.2799 -0.4162 -1.7780
C -0.8237 -1.3619 -1.9582
C 1.2100 -0.1041 -2.9173
N -1.0888 0.8354 0.2215
C -1.6256 1.0561 1.6021
C -1.7238 1.7194 -0.7101
N 0.7420 -1.2177 0.7079
C -0.3699 -2.0269 1.1944
C 2.1269 -1.7317 0.8782
H -0.5262 -2.3705 -2.2452
H -1.3953 -0.9587 -2.7941
H -1.5557 -1.3881 -1.1510
H 0.6322 -0.1176 -3.8415
H 1.9107 -0.9389 -2.9011
H 1.8087 0.7953 -2.7738
H -1.1701 0.2749 2.2107
H -1.4020 2.0873 1.8753
H -2.7032 0.9037 1.5419
H -1.6984 1.2611 -1.6988
H -2.7836 1.9542 -0.6113
H -1.2184 2.6784 -0.8238
H -0.2674 -2.0165 2.2795
H -1.3859 -1.6523 1.0699
H -0.2590 -3.0678 0.8904
H 2.8483 -1.0097 0.4955
H 2.3351 -2.5902 0.2396
H 2.1819 -1.9281 1.9489
O -5.4178 -5.2935 4.6215
P -5.7570 -4.5829 3.3939
N -4.4177 -3.6991 2.7749
C -3.6860 -2.8907 3.7177
C -3.6716 -4.1515 1.5641
N -7.0783 -3.5110 3.4113
C -7.9807 -3.5348 4.6523
C -7.3816 -2.4565 2.4651
N -6.2138 -5.7332 2.0989
C -5.7630 -7.1327 2.1786
C -6.6711 -5.3228 0.7578
H -3.1713 -2.0933 3.1817
H -2.9524 -3.5378 4.1985
H -4.3379 -2.4768 4.4870
H -4.3581 -4.3317 0.7369
H -3.0612 -5.0104 1.8431
H -3.0479 -3.3059 1.2741
H -9.0317 -3.5873 4.3681
H -7.7673 -4.4509 5.2029
H -7.7831 -2.7259 5.3557
H -7.7295 -1.6133 3.0619
H -6.4771 -2.0792 1.9879
H -8.1538 -2.7505 1.7542
H -6.2597 -7.8728 1.5512
H -4.6762 -7.0959 2.1034
H -5.8540 -7.4775 3.2086
H -7.7544 -5.2765 0.8694
H -6.2699 -6.0214 0.0235
H -6.4384 -4.2930 0.4867
O -0.1560 -4.4399 -9.0298
P -0.6426 -3.1919 -8.3935
N -2.3601 -3.0227 -8.2252
C -3.1408 -3.5042 -7.0960
C -3.1990 -2.9850 -9.4191
N -0.1787 -1.7610 -9.1024
C -0.7575 -0.4377 -8.6741
C 1.2088 -1.6312 -9.6223
N -0.0075 -3.0745 -6.7976
C 1.2965 -3.5918 -6.4942
C -0.3406 -2.0799 -5.7597
H -3.8812 -4.2060 -7.4799
H -3.7028 -2.7882 -6.4963
H -2.4244 -3.9684 -6.4183
H -4.1386 -2.5246 -9.1134
H -3.2904 -3.9530 -9.9117
H -2.7230 -2.2820 -10.1026
H -1.7233 -0.5459 -8.1807
H -0.0995 -0.0431 -7.8999
H -0.7745 0.2422 -9.5259
H 1.8639 -2.2572 -9.0163
H 1.3712 -1.9815 -10.6416
H 1.5840 -0.6079 -9.6092
H 1.2064 -3.9407 -5.4655
H 1.4812 -4.5093 -7.0530
H 2.0252 -2.8112 -6.7128
H -0.1383 -2.3537 -4.7242
H -1.4023 -1.8488 -5.8456
H 0.2545 -1.2070 -6.0282
O 5.0342 -1.5120 -5.6902
P 5.2392 -0.3031 -6.5851
N 3.7691 0.3840 -7.0417
C 3.6098 1.3348 -8.1431
C 2.6915 0.3772 -5.9665
N 5.8527 -0.6382 -8.1934
C 6.6041 0.4053 -8.9759
C 5.6366 -1.8774 -8.7818
N 6.2016 1.0066 -5.9888
C 7.6224 0.7708 -5.7526
C 5.6498 2.1918 -5.3768
H 2.6914 1.8875 -7.9449
H 3.4572 0.7789 -9.0682
H 4.3936 2.0921 -8.1550
H 2.6715 -0.5505 -5.3946
H 1.7151 0.5658 -6.4129
H 2.8674 1.1952 -5.2679
H 6.4100 1.4141 -8.6113
H 7.6878 0.3273 -8.8881
H 6.3718 0.3988 -10.0408
H 6.1606 -1.9734 -9.7327
H 5.8901 -2.6679 -8.0754
H 4.5584 -1.9190 -8.9366
H 8.0075 1.5871 -5.1415
H 7.7724 -0.1871 -5.2546
H 8.2101 0.5768 -6.6499
H 4.6840 2.4420 -5.8158
H 6.3426 3.0219 -5.5154
H 5.6219 2.0272 -4.2996